(1)
Computed, not measured: an isolated molecule of C2H3N5O2 in a non-equilibrium geometry, with the ωB97M-V functional and the def2-TZVPD basis.

Geometry (Å):
O: -1.396 0.015 1.474
O: -0.342 2.758 0.352
N: 1.078 -0.148 -0.740
N: -0.313 1.403 -0.141
N: 0.785 -2.773 -0.827
N: -0.024 -0.753 -0.161
N: 0.915 1.057 -0.722
C: -0.785 0.208 0.403
C: 0.109 -2.147 0.124
H: 1.278 -2.339 -1.710
H: -0.559 -2.508 0.890
H: 0.154 2.786 1.187

Cartesian forces (eV/Å) of the 2 atoms listed first:
O -0.214 0.778 -2.601
O -0.666 -2.389 -0.791

**Orbital gap**: 10.3 eV
**Lowest unoccupied orbital energy**: 0.0020 Eh
**Relative energy (zero: lowest compared OMol25 entry of this formula, charge and spin)**: 339.60 kJ/mol
**Electronic energy**: -502.1049 Eh



(2)
Computed, not measured: a structure of composition C39H51BN9O2S4Tl, with the ωB97M-V functional and the def2-TZVPD basis.

Geometry (Å):
Tl: 0.386 -3.078 1.152
S: -2.423 -0.784 1.526
S: 0.971 -0.242 2.704
S: 1.678 -1.942 -1.541
S: -2.225 -6.974 -1.600
O: 2.653 -4.622 1.345
O: -2.402 -0.817 -1.151
N: 0.086 0.210 -1.649
N: -0.397 2.487 0.413
N: 2.500 1.063 -0.684
N: -1.301 -4.604 2.649
N: 1.677 0.600 0.296
N: -2.191 -6.589 3.085
N: -1.330 -5.061 -0.180
N: -0.789 1.225 0.561
N: -0.788 1.088 -2.212
C: -1.775 0.845 1.380
C: -0.907 5.810 1.990
C: -1.444 -5.464 -1.409
C: 3.441 0.639 1.902
C: -2.069 -6.490 5.623
C: 3.944 3.257 -1.952
C: -1.875 -5.977 0.692
C: -1.088 5.299 -0.452
C: -1.900 2.103 -4.088
C: 6.017 2.110 -1.144
C: -1.920 -6.025 4.320
C: 3.728 1.336 -0.400
C: 4.557 1.906 -1.549
C: -1.361 -4.778 4.028
C: 0.380 -0.949 -3.724
C: -0.933 3.436 1.147
C: -1.076 -4.392 6.350
C: 0.969 -2.058 -4.538
C: -1.041 0.998 -3.474
C: -0.935 -3.937 5.056
C: 1.068 4.872 0.760
C: -1.801 -5.705 2.129
C: -2.909 -1.282 -0.182
C: -0.969 3.319 -4.256
C: -0.465 4.852 0.882
C: -1.630 -5.654 6.629
C: -3.969 -2.336 -0.112
C: -2.317 1.804 2.264
C: 2.061 0.365 1.587
C: -0.467 -0.046 -4.267
C: -1.877 3.095 2.130
C: 4.484 0.935 -2.737
C: -3.066 2.451 -3.152
C: -3.313 1.432 3.323
C: -2.451 1.704 -5.457
C: 0.691 -0.837 -2.318
C: 3.941 0.369 3.284
C: -2.409 -7.077 0.091
C: 4.239 1.114 0.918
B: 0.314 0.503 -0.236
H: -3.555 3.367 -3.491
H: -1.995 5.917 2.028
H: 3.435 1.015 4.004
H: -0.748 -3.775 7.176
H: 6.567 2.522 -1.990
H: 2.001 -2.241 -4.252
H: -0.785 4.632 -1.257
H: 4.843 -0.058 -2.453
H: 6.116 2.814 -0.313
H: -3.510 2.288 3.965
H: 5.105 1.304 -3.555
H: -2.715 2.598 -2.131
H: -2.508 -7.457 5.839
H: 2.999 -5.230 2.010
H: -3.141 2.476 -5.802
H: 3.209 -4.724 0.564
H: -1.709 -5.976 7.658
H: 1.406 4.193 -0.024
H: -0.562 3.626 -3.294
H: -3.628 -3.165 0.514
H: 4.504 3.680 -2.789
H: -0.744 6.308 -0.687
H: -2.180 5.314 -0.399
H: -2.260 3.856 2.798
H: 1.391 5.883 0.507
H: -0.507 -2.966 4.833
H: -4.196 -2.692 -1.114
H: 0.915 -1.823 -5.600
H: -3.809 1.648 -3.152
H: 0.417 -2.985 -4.364
H: -4.253 1.101 2.880
H: 6.495 1.165 -0.868
H: -2.617 -7.487 2.931
H: -2.898 -7.927 0.546
H: -1.064 -4.902 -2.255
H: -4.864 -1.917 0.348
H: -1.519 4.156 -4.693
H: 3.456 0.838 -3.094
H: 2.903 3.129 -2.257
H: -3.005 0.762 -5.410
H: 3.716 -0.658 3.575
H: -0.493 6.797 1.784
H: -2.940 0.613 3.941
H: 5.015 0.537 3.348
H: -1.663 1.616 -6.208
H: -0.130 3.080 -4.917
H: -0.728 -0.123 -5.314
H: 1.542 4.587 1.703
H: 5.284 1.306 1.126
H: 3.981 3.970 -1.123
H: -0.542 5.499 2.974

Cartesian forces (eV/Å) of the 2 atoms listed first:
Tl -0.106 -0.019 0.046
S 0.255 -0.174 0.028

**Orbital gap**: 6.5 eV
**Lowest unoccupied orbital energy**: -0.2203 Eh
**Relative energy (zero: lowest compared OMol25 entry of this formula, charge and spin)**: 92.98 kJ/mol
**Electronic energy**: -3949.7433 Eh
**Total charge**: +2



(3)
Computed, not measured: a cluster of 11 separate species, C30H68Cl4N8O10 in total in a non-equilibrium geometry, with the ωB97M-V functional and the def2-TZVPD basis.

Geometry (Å):
Cl: -2.316 -5.062 2.375
Cl: 3.906 -1.887 3.368
Cl: 2.622 -4.228 1.199
Cl: -1.555 -5.916 -0.832
O: 7.524 0.541 -1.225
O: -0.252 3.226 1.055
O: 3.541 3.235 -2.485
O: -1.088 -0.060 -1.475
O: -1.777 2.363 3.472
O: -0.321 -0.622 1.585
O: -4.385 -1.266 0.322
O: 0.348 0.173 -6.414
O: -4.537 1.231 -1.582
O: -0.344 -3.271 6.032
N: -6.397 -1.840 -0.536
N: 0.836 5.002 1.932
N: 0.203 -0.467 -4.227
N: 5.571 -0.636 -1.138
N: 0.212 1.408 4.029
N: -0.595 -1.821 4.330
N: 1.877 4.689 -2.483
N: -3.572 -0.049 -3.127
C: 4.303 -3.626 1.313
C: 4.346 -2.167 1.650
C: 0.506 -0.808 0.490
C: -0.824 2.267 4.213
C: -3.512 -0.855 -4.315
C: 1.270 -1.448 -4.382
C: -0.130 -2.956 4.855
C: 0.520 5.149 -2.244
C: 6.897 -0.513 -1.207
C: 1.424 1.448 4.826
C: -0.293 5.893 2.072
C: 0.777 3.760 1.409
C: 0.740 -3.781 3.956
C: 4.658 0.472 -1.001
C: 2.103 3.065 1.201
C: -7.210 -0.836 0.122
C: -5.065 -1.964 -0.405
C: -1.612 -3.970 1.128
C: -1.500 -0.932 5.018
C: -4.627 0.631 -2.643
C: -4.324 -3.018 -1.210
C: -0.748 3.307 5.335
C: -0.688 -4.777 0.218
C: -0.171 0.263 -5.304
C: 1.331 2.285 -2.264
C: -0.164 -0.957 -0.929
C: 2.315 3.404 -2.445
C: -5.926 0.661 -3.441
C: -1.253 1.267 -5.026
C: 7.693 -1.814 -1.189
H: 1.185 -3.220 3.139
H: -4.305 -3.945 -0.630
H: 8.512 -1.651 -1.897
H: -2.622 -1.459 -4.465
H: 4.844 0.980 -0.054
H: 0.050 -5.314 0.807
H: 7.138 -2.684 -1.541
H: -3.289 -2.723 -1.348
H: 1.600 -4.158 4.512
H: -6.204 1.692 -3.644
H: -0.165 3.042 6.225
H: -6.714 0.252 -2.804
H: -1.756 3.484 5.701
H: -6.632 -0.166 0.746
H: 0.089 4.775 -1.316
H: -0.437 -1.608 3.340
H: 4.833 -3.818 0.378
H: -5.895 -0.002 -4.306
H: 1.314 0.965 5.804
H: -7.725 -0.337 -0.704
H: 1.301 -0.026 0.427
H: 1.353 -1.744 -5.422
H: -0.380 6.300 3.080
H: 1.105 -2.336 -3.771
H: -0.088 4.861 -3.108
H: -6.825 -2.424 -1.233
H: 5.295 -1.658 1.495
H: 0.152 0.717 3.264
H: -0.193 -4.081 -0.458
H: -1.008 -3.226 1.655
H: 0.908 1.935 -3.208
H: 3.618 -1.638 1.031
H: -0.620 -1.975 -1.015
H: -2.030 -0.370 4.251
H: -0.235 -0.281 -3.303
H: 0.663 -1.149 -1.668
H: 2.962 3.727 1.351
H: 1.713 2.489 4.971
H: 0.437 2.715 -1.805
H: 8.249 -1.953 -0.264
H: -2.194 -1.469 5.668
H: 1.085 -1.742 0.685
H: 1.699 1.450 -1.680
H: -0.865 2.234 -5.363
H: 0.514 6.239 -2.237
H: 1.728 5.342 2.240
H: 4.762 1.192 -1.815
H: 2.229 0.890 4.349
H: -1.221 5.340 1.924
H: -2.052 1.046 -5.733
H: 5.197 -1.505 -1.482
H: -4.877 -3.203 -2.137
H: -2.399 -3.422 0.626
H: 2.596 5.371 -2.644
H: -0.223 6.650 1.287
H: 4.843 -4.236 2.036
H: -7.995 -1.294 0.733
H: -0.929 -0.277 5.680
H: 2.042 2.613 0.220
H: -2.719 -0.092 -2.531
H: 3.634 0.101 -1.018
H: -1.590 1.336 -3.995
H: -3.579 -0.260 -5.234
H: 2.228 2.351 2.020
H: -0.341 4.243 4.949
H: 0.135 -4.620 3.609
H: 2.148 -0.951 -3.956
H: -4.392 -1.505 -4.392

Cartesian forces (eV/Å) of the 2 atoms listed first:
Cl -0.238 0.083 -0.057
Cl -0.002 0.007 -0.119

**Orbital gap**: 4.5 eV
**Lowest unoccupied orbital energy**: 0.1355 Eh
**Electronic energy**: -4215.1652 Eh
**Total charge**: -2